No. 1
This record from OMol25 describes a structure of composition C5H6O3Pm at a distorted geometry. The level of theory is the ωB97M-V functional and the def2-TZVPD basis.

XYZ file:
```
15
Properties=species:S:1:pos:R:3:forces:R:3
O 4.0040 -1.3980 -2.0312 -0.700 1.064 0.437
C 3.8807 -0.8701 -1.0188 1.391 -1.851 -0.574
O 3.9255 -0.5264 0.1071 -0.626 0.729 0.011
O 0.9512 1.2278 0.7644 1.122 -1.396 1.541
C -0.1808 1.0219 -0.0057 0.556 1.045 -0.882
C -1.0908 -0.0966 0.5099 0.269 0.539 1.612
C -2.2070 -0.4024 -0.4649 -3.311 -0.733 -1.966
C -3.4918 -0.3338 -0.1937 4.967 0.533 2.344
Pm 2.8319 0.5877 2.0737 -1.609 0.860 -1.061
H 0.1463 0.7626 -1.0320 -0.376 0.067 0.111
H -0.7735 1.9547 -0.0625 0.148 -0.312 -0.075
H -1.5067 0.1860 1.4880 0.178 -0.126 -0.229
H -0.4836 -1.0079 0.6456 -0.555 -0.045 -0.271
H -1.8897 -0.6895 -1.4778 0.017 -0.061 0.079
H -4.1157 -0.4159 0.6977 -1.470 -0.314 -1.077
```
Forces are in eV/Å.

Summary:
<S²>: 8.755
E: -1027.45155 Eh
frontier orbital gap (alpha / beta): 4.17 / 5.74 eV
net charge: +2
ΔE to the lowest compared entry with this formula, charge and spin: 0.000 eV
max |F|: 5.52 eV/Å
lowest unoccupied orbital energy (alpha / beta): -0.385 / -0.385 Ha
2S+1: 6

---

No. 2
This record from OMol25 describes a cluster of 3 separate species, C5H6O3S3 in total at a distorted geometry. The level of theory is the ωB97M-V functional and the def2-TZVPD basis.

XYZ file:
```
17
Properties=species:S:1:pos:R:3:forces:R:3
C -2.1937 0.3298 -2.6767 1.701 0.988 -3.541
C 1.2491 2.4413 1.3789 2.208 -0.558 0.230
C -2.9415 0.8790 -1.8052 -1.198 -0.449 3.678
C 1.3004 -0.9255 1.3732 1.335 -0.120 -5.151
C 2.4946 -1.7788 0.8735 -0.759 4.513 0.401
O -1.5699 0.0253 -3.6196 -0.368 -0.603 1.040
O 0.1965 2.8212 1.2601 -3.835 1.354 -0.360
O 2.3273 2.0792 1.5036 1.774 -0.511 0.216
S 0.8531 -0.6735 2.8731 -1.047 0.516 3.146
S -3.2780 -0.3449 -0.4793 -1.131 0.960 -0.338
S 0.3771 -0.1025 0.0030 0.292 -0.519 0.675
H -3.0901 1.8954 -1.4432 0.469 -0.178 -0.943
H 2.9866 -2.1388 1.6786 1.285 -2.096 2.397
H 3.2635 -1.2590 0.3047 -0.213 0.726 -0.090
H 2.0086 -2.3668 0.2271 -1.114 -3.338 -2.165
H -4.5765 0.0953 -0.4309 0.527 -0.721 0.175
H 0.5929 -0.9767 -1.0206 0.073 0.035 0.630
```
Forces are in eV/Å.

Summary:
<S²>: 2.006
E: -1614.24656 Eh
frontier orbital gap (alpha / beta): 6.78 / 6.12 eV
net charge: 0
max |F|: 5.32 eV/Å
lowest unoccupied orbital energy (alpha / beta): 0.006 / -0.100 Ha
2S+1: 3

---

No. 3
This record from OMol25 describes a structure of composition C5H6O3Zn at a distorted geometry. The level of theory is the ωB97M-V functional and the def2-TZVPD basis.

XYZ file:
```
15
Properties=species:S:1:pos:R:3:forces:R:3
O -0.2292 0.2872 -2.8386 1.329 -0.654 1.944
C -0.1787 0.4514 -1.6365 0.002 -0.110 -0.849
O 0.7476 -0.0830 -0.8663 0.460 -0.216 0.562
O -1.0383 1.1827 -0.9552 -0.454 0.433 0.236
C -0.7699 1.0704 0.4508 -0.129 0.164 0.107
C 0.6193 0.4147 0.4938 -0.481 0.265 -0.027
C 0.7517 -0.6975 1.4826 -0.927 0.211 0.150
C 0.3639 -1.9507 1.2246 2.806 -0.252 -0.494
Zn -1.4850 0.9567 -4.2323 -1.365 0.721 -1.550
H -1.5488 0.4427 0.9008 0.231 0.129 -0.111
H -0.7850 2.0693 0.8948 -0.053 -0.200 -0.131
H 1.4113 1.1615 0.6347 -0.153 -0.212 -0.015
H 1.0592 -0.4169 2.4957 0.596 -0.171 -0.532
H 1.0893 -2.6486 1.7134 -1.902 -0.196 0.367
H -0.0075 -2.2399 0.2378 0.038 0.088 0.343
```
Forces are in eV/Å.

Summary:
E: -2199.08198 Eh
frontier orbital gap: 6.45 eV
net charge: 0
max |F|: 2.86 eV/Å
lowest unoccupied orbital energy: 0.007 Ha